one:
# C4H13O4

3 unconnected molecules or ions with the total composition C4H13O4 (wB97M-V/def2-TZVPD, OMol25).

The calculation puts the HOMO energy at -4.166 eV. Its HOMO-LUMO gap is 8.2 eV.

ORCA input file:
```
! RIJCOSX wB97M-V def2-TZVPD def2/J DEFGRID3
* xyz -1 1
C 1.644 -0.194 -1.678
O 0.288 -0.445 -2.276
C 1.582 0.206 -0.109
C 0.106 0.565 0.229
C 0.069 1.058 1.887
O -0.894 -0.281 0.033
H 2.289 0.384 -2.447
H 2.284 -1.219 -1.592
H 1.489 -0.641 0.592
H 2.158 1.045 -0.011
H -0.296 1.505 -0.102
H 0.790 0.434 2.359
H -0.866 0.591 2.213
H 0.073 2.088 2.247
H -2.856 1.058 0.583
H -2.498 0.436 -0.629
H -0.262 -0.598 -1.445
O -2.914 1.250 -0.406
H -0.873 -2.917 -0.449
H -0.474 -1.661 0.487
O -0.840 -2.664 0.514
*
```

These are the natural (NBO) partial charges, in e, on atoms 1 to 4: number 1, C, carries -0.08; number 2, O, carries -0.79; number 3, C, carries -0.50; number 4, C, carries 0.16

---

two:
# C4H13O4

3 unconnected molecules or ions with the total composition C4H13O4 (wB97M-V/def2-TZVPD, OMol25).

The calculation puts the HOMO energy at -5.039 eV. Its HOMO-LUMO gap is 9.0 eV.

ORCA input file:
```
! RIJCOSX wB97M-V def2-TZVPD def2/J DEFGRID3
* xyz -1 1
C 0.556 -1.173 -1.033
C 0.740 -2.028 0.193
C 1.045 -0.996 1.434
O 1.663 0.133 0.975
C -0.749 -0.374 -1.117
O -0.457 0.855 -1.730
H 1.346 -0.374 -1.060
H 0.688 -1.835 -1.850
H 1.621 -2.692 0.210
H -0.166 -2.647 0.380
H 0.063 -0.702 1.990
H 1.852 -1.431 2.017
H -1.199 -0.234 -0.085
H -1.549 -0.905 -1.651
H -0.186 1.283 -0.793
H 0.973 0.932 1.013
H 0.487 2.846 0.743
O -0.124 2.128 0.582
H -1.653 2.411 0.555
H -2.503 2.085 -0.753
O -2.449 2.718 -0.019
*
```

These are the natural (NBO) partial charges, in e, on atoms 1 to 4: number 1, C, carries -0.46; number 2, C, carries -0.43; number 3, C, carries -0.05; number 4, O, carries -0.81

---

Energetically preferred structure: two | next structure: +0.0633 hartree

---

one:
# C6H9N4

A gas-phase ion, C6H9N4 (charge +1) (wB97M-V/def2-TZVPD, OMol25).

The calculation puts the HOMO energy at -12.987 eV. Its structure (SMILES) is C\C(N)=N/C=N\C=C/C#[NH+]. Its HOMO-LUMO gap is 8.5 eV.

ORCA input file:
```
! RIJCOSX wB97M-V def2-TZVPD def2/J DEFGRID3
* xyz 1 1
C -2.291 -1.343 0.021
C -1.474 -0.118 0.260
N -1.954 0.827 1.053
N -0.269 -0.014 -0.219
C 0.251 -0.477 -1.332
N 1.444 -0.967 -1.423
C 2.525 -0.735 -0.761
C 2.771 0.449 -0.041
C 1.862 1.300 0.425
N 1.261 2.252 0.803
H -3.276 -1.267 0.469
H -2.396 -1.497 -1.051
H -1.782 -2.219 0.422
H -1.445 1.687 1.181
H -2.872 0.756 1.456
H -0.315 -0.442 -2.263
H 3.326 -1.456 -0.877
H 3.792 0.699 0.220
H 0.843 2.566 1.657
*
```

These are the natural (NBO) partial charges, in e, on atoms 1 to 4: number 1, C, carries -0.69; number 2, C, carries 0.57; number 3, N, carries -0.71; number 4, N, carries -0.56

---

two:
# C6H9N4

A gas-phase ion, C6H9N4 (charge +1) (wB97M-V/def2-TZVPD, OMol25).

The calculation puts the HOMO energy at -13.524 eV. Its structure (SMILES) is C[C@]12N=CN[C@H]1C=NC=[NH+]2. Its HOMO-LUMO gap is 7.8 eV.

ORCA input file:
```
! RIJCOSX wB97M-V def2-TZVPD def2/J DEFGRID3
* xyz 1 1
C 0.961 1.487 -0.386
C 0.265 0.394 0.309
N 1.208 -0.190 1.290
C 1.292 -1.432 1.070
N 0.456 -1.858 0.053
C -0.173 -0.856 -0.658
C -1.653 -0.935 -0.927
N -2.472 -0.567 -0.005
C -2.074 0.136 1.080
N -0.903 0.758 1.143
H 1.788 0.910 -0.869
H 1.516 2.240 0.281
H 0.233 1.776 -1.110
H 2.023 -2.101 1.565
H 0.537 -2.713 -0.333
H 0.217 -0.581 -1.726
H -2.112 -1.539 -1.774
H -2.737 0.301 1.882
H -0.710 1.519 1.813
*
```

These are the natural (NBO) partial charges, in e, on atoms 1 to 4: number 1, C, carries -0.64; number 2, C, carries 0.26; number 3, N, carries -0.47; number 4, C, carries 0.30

---

Energetically preferred structure: one | next structure: +0.0117 hartree

---

one:
# C4H12NO3

2 unconnected molecules or ions with the total composition C4H12NO3 (wB97M-V/def2-TZVPD, OMol25).

The calculation puts the HOMO energy at -3.078 eV. Its HOMO-LUMO gap is 6.7 eV.

ORCA input file:
```
! RIJCOSX wB97M-V def2-TZVPD def2/J DEFGRID3
* xyz -1 1
C 1.390 -0.166 0.569
O 0.688 -0.868 1.383
C 0.689 0.078 -0.787
C -0.704 0.479 -0.652
C -1.446 0.905 -1.936
O -2.540 1.819 -1.795
N 0.570 -1.212 -1.456
H 1.655 0.871 0.957
H 2.463 -0.418 0.342
H 1.249 0.806 -1.439
H -1.343 -0.258 -0.088
H -0.823 1.340 -0.091
H -0.644 1.359 -2.561
H -1.860 -0.009 -2.479
H -2.806 1.606 -0.921
H 0.004 -1.971 -0.937
H 1.577 -1.512 -1.574
H 0.489 -1.318 4.274
H 1.039 -0.437 3.147
O 1.280 -0.870 3.963
*
```

These are the natural (NBO) partial charges, in e, on atoms 1 to 4: number 1, C, carries 0.01; number 2, O, carries -0.93; number 3, C, carries -0.09; number 4, C, carries -0.43

---

two:
# C4H12NO3

2 unconnected molecules or ions with the total composition C4H12NO3 (wB97M-V/def2-TZVPD, OMol25).

The calculation puts the HOMO energy at -3.336 eV. Its HOMO-LUMO gap is 7.0 eV.

ORCA input file:
```
! RIJCOSX wB97M-V def2-TZVPD def2/J DEFGRID3
* xyz -1 1
C 0.733 0.358 -0.940
O 1.417 -0.749 -0.867
C -0.689 0.214 -0.212
C -0.395 -0.116 1.271
C -0.436 1.066 2.257
O 0.472 1.062 3.394
N -1.647 -0.600 -1.031
H 1.298 1.224 -0.305
H 0.376 0.714 -1.971
H -1.121 1.278 -0.387
H -1.160 -0.893 1.482
H 0.620 -0.638 1.378
H -0.205 2.003 1.626
H -1.471 1.216 2.524
H 1.004 0.228 3.275
H -1.753 -1.517 -0.493
H -1.090 -1.058 -1.887
H 1.266 -1.055 -2.339
H 1.848 -1.407 -3.568
O 0.933 -1.332 -3.207
*
```

These are the natural (NBO) partial charges, in e, on atoms 1 to 4: number 1, C, carries 0.00; number 2, O, carries -0.93; number 3, C, carries -0.08; number 4, C, carries -0.46

---

Energetically preferred structure: one | next structure: +0.0099 hartree

---

one:
# C23H23N3O3

A single C23H23N3O3 molecule (wB97M-V/def2-TZVPD, OMol25).

The calculation puts the HOMO energy at -7.779 eV. Its structure (SMILES) is Cc1cc(C(=O)OCC(=O)N2CCN(c3ccccc3)CC2)c2ccccc2n1. Its HOMO-LUMO gap is 7.5 eV.

ORCA input file:
```
! RIJCOSX wB97M-V def2-TZVPD def2/J DEFGRID3
* xyz 0 1
C -3.023 1.288 -2.630
C -1.633 0.843 -2.949
C -1.051 -0.229 -2.238
C 0.235 -0.622 -2.521
C 0.790 -1.728 -1.691
O 0.133 -2.654 -1.290
O 2.077 -1.536 -1.367
C 2.677 -2.519 -0.532
C 1.864 -2.946 0.695
O 1.834 -4.114 1.021
N 1.263 -1.979 1.419
C 1.305 -0.557 1.165
C 1.004 0.209 2.454
N -0.324 -0.110 2.922
C -1.148 0.834 3.490
C -2.536 0.655 3.526
C -3.355 1.599 4.115
C -2.825 2.748 4.675
C -1.454 2.936 4.646
C -0.624 1.995 4.070
C -0.790 -1.444 2.615
C 0.400 -2.387 2.514
C 0.945 0.037 -3.561
C 2.238 -0.308 -4.001
C 2.830 0.381 -5.024
C 2.164 1.442 -5.656
C 0.903 1.794 -5.264
C 0.261 1.100 -4.218
N -0.989 1.479 -3.890
H -3.298 2.116 -3.275
H -3.090 1.602 -1.589
H -3.722 0.466 -2.779
H -1.612 -0.736 -1.466
H 2.860 -3.433 -1.107
H 3.634 -2.091 -0.219
H 2.291 -0.269 0.793
H 0.559 -0.269 0.410
H 1.066 1.278 2.237
H 1.766 -0.035 3.209
H -2.984 -0.219 3.080
H -4.424 1.435 4.127
H -3.470 3.483 5.131
H -1.021 3.822 5.087
H 0.443 2.157 4.092
H -1.353 -1.475 1.670
H -1.446 -1.789 3.419
H 0.962 -2.388 3.456
H 0.073 -3.409 2.311
H 2.758 -1.125 -3.527
H 3.821 0.107 -5.354
H 2.653 1.971 -6.460
H 0.361 2.596 -5.741
*
```

These are the natural (NBO) partial charges, in e, on atoms 1 to 4: number 1, C, carries -0.65; number 2, C, carries 0.24; number 3, C, carries -0.21; number 4, C, carries -0.11

---

two:
# C23H23N3O3

A single C23H23N3O3 molecule (wB97M-V/def2-TZVPD, OMol25).

The calculation puts the HOMO energy at -8.293 eV. Its structure (SMILES) is O=C(c1ccc2c(c1)OCO2)[C@H]1CCCN(Cc2cn[nH]c2-c2ccccc2)C1. Its HOMO-LUMO gap is 8.9 eV.

ORCA input file:
```
! RIJCOSX wB97M-V def2-TZVPD def2/J DEFGRID3
* xyz 0 1
O 1.152 3.600 -1.731
C 1.376 2.587 -1.105
C 1.868 1.358 -1.782
C 1.812 1.345 -3.176
C 2.221 0.253 -3.930
C 2.698 -0.834 -3.235
C 2.768 -0.831 -1.838
C 2.365 0.242 -1.087
O 3.283 -2.025 -1.411
C 3.543 -2.776 -2.575
O 3.164 -2.024 -3.711
C 1.118 2.497 0.386
C 0.799 3.859 1.000
C 0.490 3.677 2.482
C -0.622 2.649 2.680
N -0.233 1.391 2.073
C -1.122 0.289 2.402
C -0.513 -1.006 1.976
C 0.738 -1.498 2.391
N 0.989 -2.681 1.871
N -0.077 -2.981 1.139
C -1.017 -2.000 1.148
C -2.269 -2.135 0.416
C -2.803 -1.069 -0.306
C -3.994 -1.215 -0.992
C -4.667 -2.425 -0.974
C -4.139 -3.494 -0.268
C -2.950 -3.352 0.421
C -0.065 1.556 0.645
H 1.430 2.226 -3.669
H 2.171 0.252 -5.005
H 2.449 0.206 -0.015
H 2.967 -3.715 -2.548
H 4.617 -3.012 -2.634
H 1.998 2.081 0.884
H 1.642 4.537 0.864
H -0.061 4.291 0.484
H 0.189 4.627 2.926
H 1.385 3.325 2.998
H -0.783 2.482 3.748
H -1.564 3.033 2.246
H -1.240 0.282 3.491
H -2.125 0.405 1.955
H 1.445 -1.022 3.041
H -0.108 -3.844 0.619
H -2.270 -0.131 -0.344
H -4.396 -0.381 -1.549
H -5.597 -2.536 -1.510
H -4.660 -4.440 -0.251
H -2.553 -4.184 0.986
H 0.123 0.576 0.200
H -0.971 1.983 0.173
*
```

These are the natural (NBO) partial charges, in e, on atoms 1 to 4: number 1, O, carries -0.55; number 2, C, carries 0.60; number 3, C, carries -0.18; number 4, C, carries -0.15

---

Energetically preferred structure: one | next structure: +0.0478 hartree